Record 1
{"formula": "C8H13N4P", "method": "wB97M-V/def2-TZVPD", "elements": ["C", "C", "C", "C", "C", "C", "C", "C", "N", "N", "N", "N", "P", "H", "H", "H", "H", "H", "H", "H", "H", "H", "H", "H", "H", "H"], "coordinates": [[-1.58201, 0.64573, 1.70043], [-0.35338, -0.17564, -0.39496], [0.29536, -0.23316, 0.79908], [-1.65650, 0.28073, -0.41621], [-0.86019, -0.14902, -2.58048], [1.98250, -1.15425, 2.45517], [2.63763, 0.52390, 0.65260], [1.73779, -0.70070, 0.97227], [-0.36340, 0.25145, 1.80077], [-2.28329, 0.73618, 0.60217], [0.02356, -0.59058, -1.64797], [-2.02475, 0.38290, -1.70516], [-3.41596, 0.82988, -2.66914], [-1.93121, 1.14551, 2.59054], [-0.51825, 0.65556, -3.29425], [-1.25168, -1.03691, -3.01446], [2.83204, -1.88560, 2.52588], [1.02280, -1.48983, 2.80054], [2.33313, -0.30399, 3.08874], [3.71232, 0.09890, 0.41215], [2.69626, 1.23644, 1.36970], [2.18732, 1.02206, -0.26536], [1.84500, -1.46106, 0.21775], [0.97513, -0.72077, -1.96852], [-3.65431, 1.99975, -2.01864], [-4.38593, 0.09251, -2.01266]], "smiles": "CC(C)c1ncnc2c1NCN2P", "relative_energy_kj_mol": 0.0, "orbital_gap_ev": 8.19}

---

Record 2
{"formula": "C15H27N2O2PPdSSe2", "method": "wB97M-V/def2-TZVPD", "elements": ["Pd", "O", "C", "C", "C", "O", "C", "Se", "C", "Se", "H", "H", "H", "H", "H", "H", "H", "H", "H", "H", "C", "P", "C", "C", "C", "C", "C", "C", "C", "H", "H", "H", "H", "H", "H", "H", "H", "H", "H", "H", "C", "N", "C", "N", "S", "H", "H", "H", "H", "H", "H"], "coordinates": [[-0.49808, 0.01501, -0.35262], [-2.52323, 3.05040, 4.25238], [-1.18586, 2.94841, 3.81174], [-1.14998, 2.05186, 2.55392], [0.33546, 2.00310, 2.22675], [0.66083, 1.36127, 0.96740], [-1.76138, 0.69797, 2.91057], [-2.03421, -0.47189, 1.38887], [-2.10527, 2.62810, 1.53012], [-2.16012, 1.74718, -0.20058], [-2.56010, 3.56535, 5.06571], [-0.54858, 2.50593, 4.58452], [-0.77741, 3.92680, 3.54000], [0.85199, 1.48075, 3.03180], [0.72484, 3.01975, 2.17181], [1.50515, 1.67293, 0.61562], [-2.73600, 0.84079, 3.36285], [-1.14373, 0.12018, 3.60119], [-1.89371, 3.67732, 1.30849], [-3.11085, 2.57200, 1.92730], [1.53406, -2.43093, -2.16391], [1.45131, -1.17663, -0.89610], [2.55438, -1.61076, 0.43283], [2.10949, 0.33143, -1.62216], [1.52508, 0.86434, -2.77185], [1.94274, 2.09639, -3.26227], [2.93408, 2.80383, -2.61025], [3.54590, 2.27365, -1.47249], [3.13954, 1.04882, -0.97772], [2.56755, -2.49926, -2.50684], [0.88482, -2.14962, -2.99034], [1.21767, -3.40163, -1.77919], [3.56856, -1.65866, 0.03274], [2.28563, -2.58740, 0.83497], [2.49355, -0.88110, 1.23747], [0.76731, 0.30405, -3.30397], [1.49271, 2.49728, -4.16060], [3.26111, 3.76593, -2.98521], [4.35324, 2.81401, -0.99291], [3.64976, 0.63329, -0.11603], [-2.91360, -4.85646, -1.94398], [-2.61619, -3.44576, -2.22596], [-1.91268, -2.66103, -1.42968], [-1.44734, -3.16211, -0.29065], [-1.68819, -1.00804, -1.95310], [-3.34496, -5.29736, -2.83638], [-3.63009, -4.94835, -1.12792], [-1.99475, -5.39589, -1.71574], [-2.99490, -3.02614, -3.06090], [-1.68466, -4.08915, 0.02433], [-0.94093, -2.55999, 0.33599]], "relative_energy_kj_mol": 124.6, "orbital_gap_ev": [6.05, 6.05], "charge": 2}

---

Record 3
{"formula": "H30O15", "method": "wB97M-V/def2-TZVPD", "elements": ["O", "H", "H", "O", "H", "H", "O", "H", "H", "O", "H", "H", "O", "H", "H", "O", "H", "H", "O", "H", "H", "O", "H", "H", "O", "H", "H", "O", "H", "H", "O", "H", "H", "O", "H", "H", "O", "H", "H", "O", "H", "H", "O", "H", "H"], "coordinates": [[-3.52841, 0.83837, 2.43112], [-3.49987, 1.06235, 1.53300], [-3.94812, -0.05513, 2.71947], [-3.64237, -2.19493, 2.74212], [-3.44348, -2.84539, 2.00482], [-3.05451, -1.46690, 2.68670], [4.09565, 0.41976, 0.84644], [4.41433, 1.11846, 0.22263], [3.46368, -0.12025, 0.41440], [3.49419, 0.67653, -2.47660], [4.10610, -0.10854, -2.52624], [3.82898, 1.03141, -3.23435], [-0.56733, -3.41089, -2.64376], [-0.19776, -4.27920, -2.39362], [-0.32714, -3.19264, -3.49793], [-1.56932, 0.25774, -4.08087], [-1.74605, 0.39856, -3.18492], [-0.92979, 0.89608, -4.27295], [0.80452, 4.36807, -2.12372], [1.03883, 3.53543, -1.69627], [0.99160, 4.07567, -3.07255], [-0.05931, -2.43118, 1.16189], [-0.50365, -2.12461, 2.03050], [-0.06201, -1.68844, 0.57853], [-0.66180, 1.00928, 0.54752], [-1.38290, 0.60300, 0.96382], [-0.18486, 1.42198, 1.35799], [2.21540, 0.96444, 4.33556], [1.53217, 0.42117, 4.66483], [2.83195, 0.29651, 3.97020], [2.55846, -1.35097, -1.87849], [2.04195, -0.74547, -2.20302], [2.96220, -1.28879, -1.09733], [2.36943, -2.39346, 2.42663], [2.05614, -2.44732, 3.30268], [1.61191, -2.56487, 1.89245], [-3.25453, -0.83066, -1.48466], [-3.26197, -1.85324, -1.29630], [-3.01705, -0.54284, -0.52334], [-2.64360, 2.47900, -2.42984], [-2.87701, 2.41360, -3.40955], [-3.03886, 1.70582, -2.07752], [0.36538, 1.99362, 2.62783], [1.09862, 1.54146, 2.96364], [-0.31439, 1.64430, 3.17087]], "relative_energy_kj_mol": 515.4, "orbital_gap_ev": 10.44}

---

Record 4
{"formula": "C30H64Cl4O10", "method": "wB97M-V/def2-TZVPD", "elements": ["C", "C", "C", "O", "C", "H", "H", "H", "H", "H", "H", "H", "H", "C", "C", "C", "O", "C", "H", "H", "H", "H", "H", "H", "H", "H", "C", "C", "C", "O", "C", "H", "H", "H", "H", "H", "H", "H", "H", "C", "C", "C", "O", "C", "H", "H", "H", "H", "H", "H", "H", "H", "C", "C", "C", "O", "C", "H", "H", "H", "H", "H", "H", "H", "H", "C", "C", "C", "O", "C", "H", "H", "H", "H", "H", "H", "H", "H", "C", "C", "O", "O", "H", "H", "H", "H", "H", "H", "C", "C", "O", "O", "H", "H", "H", "H", "H", "H", "C", "Cl", "Cl", "H", "H", "C", "Cl", "Cl", "H", "H"], "coordinates": [[0.60561, 4.82170, -3.82304], [0.66234, 3.78577, -5.03587], [0.14567, 2.51849, -4.47698], [-0.84267, 3.00277, -3.48971], [-0.58159, 4.36398, -3.06900], [0.58741, 5.85503, -4.16944], [1.35644, 4.49076, -3.10551], [1.69866, 3.57775, -5.30208], [0.03148, 4.05465, -5.88310], [0.85085, 1.91593, -3.90448], [-0.33371, 1.83949, -5.18214], [-0.37273, 4.43833, -2.00179], [-1.45458, 4.98682, -3.26410], [-3.43378, 5.37542, 2.05288], [-2.00097, 4.90768, 1.96411], [-1.87758, 3.99678, 0.74472], [-3.24067, 3.67147, 0.41810], [-4.17795, 4.21129, 1.36457], [-3.62256, 6.35611, 1.61619], [-3.74893, 5.40175, 3.09600], [-1.63840, 4.30916, 2.79981], [-1.42574, 5.82578, 1.84449], [-1.30296, 3.12652, 1.06184], [-1.41069, 4.62133, -0.01690], [-4.43693, 3.38219, 2.02308], [-4.97421, 4.64360, 0.75861], [0.69336, -2.53263, 2.72402], [1.54019, -1.92050, 3.94034], [1.96816, -3.15934, 4.71870], [1.05575, -4.23478, 4.30027], [0.70062, -4.08883, 2.92725], [1.22873, -2.20269, 1.83372], [-0.33616, -2.18998, 2.62023], [0.94441, -1.28432, 4.59488], [2.38826, -1.26915, 3.72909], [1.87820, -2.95239, 5.78508], [3.00646, -3.48740, 4.67008], [-0.29368, -4.47020, 2.69481], [1.43426, -4.65319, 2.35159], [-5.12992, -0.11747, 2.00114], [-6.63979, -0.29654, 2.30909], [-7.39519, -0.03751, 0.98062], [-6.37157, 0.29851, -0.04570], [-5.09058, -0.25896, 0.47412], [-4.57890, -0.85781, 2.58111], [-4.82597, 0.88368, 2.30680], [-7.20241, 0.16074, 3.12299], [-6.83275, -1.31756, 2.63828], [-8.18699, 0.70958, 0.92570], [-7.79117, -0.97410, 0.58808], [-4.25483, 0.28155, 0.02974], [-5.01014, -1.32071, 0.24103], [1.03637, 1.46930, 3.06195], [2.36081, 1.22986, 2.39273], [2.60148, 2.52418, 1.55191], [2.09781, 3.42962, 2.55463], [1.32667, 2.86790, 3.60991], [0.83031, 0.68268, 3.78780], [0.32051, 1.49364, 2.24033], [2.36080, 0.30066, 1.82293], [3.17979, 1.14125, 3.10655], [1.97358, 2.45954, 0.66329], [3.61864, 2.78653, 1.26095], [0.48398, 3.54793, 3.73454], [2.02077, 2.83316, 4.44962], [4.44757, -4.41424, -0.63797], [5.38639, -3.73554, 0.35359], [4.91415, -4.14992, 1.67122], [3.55950, -4.39245, 1.38021], [3.13832, -4.20367, 0.07446], [4.75246, -5.45795, -0.71418], [4.51391, -4.07773, -1.67260], [5.29770, -2.65028, 0.30436], [6.43041, -3.99717, 0.18126], [5.01341, -3.32373, 2.37526], [5.49370, -5.03238, 1.94235], [2.75651, -3.19368, -0.07479], [2.35988, -4.94717, -0.09686], [4.11663, -2.17323, -4.61316], [3.56276, -2.02335, -3.18127], [2.96368, -0.72946, -2.99955], [2.93640, -1.98305, -5.47332], [4.48890, -3.17551, -4.82520], [4.93086, -1.50082, -4.88331], [4.27840, -2.12443, -2.36534], [2.83761, -2.78417, -2.89247], [2.45440, -0.61474, -3.80521], [3.15406, -2.09026, -6.40215], [0.60513, -0.28771, -0.44291], [-0.32659, 0.60587, -1.22298], [-1.66449, 0.45839, -0.91007], [0.84182, -1.50652, -1.09599], [0.19532, -0.53201, 0.53713], [1.59135, 0.16865, -0.35797], [-0.23623, 0.51462, -2.30539], [0.07785, 1.56816, -0.90912], [-2.17486, 0.48298, -1.72279], [1.51209, -1.44485, -1.78049], [-1.58541, -1.68227, -4.32132], [-2.96866, -0.46261, -4.04690], [0.00054, -0.96263, -4.53416], [-1.57652, -2.41014, -3.51002], [-1.89332, -2.30683, -5.15988], [-2.35726, -2.83342, 0.40684], [-3.34345, -3.30783, 1.80673], [-3.22199, -3.24681, -1.03825], [-2.09801, -1.78084, 0.29295], [-1.33662, -3.21412, 0.36871]], "orbital_gap_ev": [1.79, 9.01], "charge": -1, "spin_multiplicity": 2}

---

For the records above, the corresponding M values read 196.19; 594.77; 270.23; 726.64 g mol⁻¹.